[1]
{"formula": "C18H40N2O3", "method": "the ωB97M-V functional and the def2-TZVPD basis", "species": ["C", "C", "C", "C", "C", "C", "C", "C", "C", "N", "O", "H", "H", "H", "H", "H", "H", "H", "H", "H", "H", "H", "H", "H", "H", "H", "H", "H", "H", "H", "C", "C", "C", "C", "C", "C", "C", "C", "C", "N", "O", "H", "H", "H", "H", "H", "H", "H", "H", "H", "H", "H", "H", "H", "H", "H", "H", "H", "H", "H", "O", "H", "H"], "positions_angstrom": [[-3.162, 1.737, -0.664], [-4.615, 1.491, -0.090], [-5.518, 1.122, -1.258], [-4.453, 0.148, 0.824], [-3.781, 0.414, 2.159], [-4.423, 1.575, 2.904], [-4.581, 2.894, 2.124], [-5.654, 3.676, 2.856], [-3.349, 3.727, 2.135], [-5.103, 2.622, 0.761], [-5.613, 3.675, 0.040], [-2.341, 1.971, 0.014], [-2.786, 0.830, -1.137], [-3.193, 2.494, -1.447], [-6.334, 0.663, -0.700], [-5.956, 1.981, -1.764], [-5.037, 0.432, -1.952], [-5.399, -0.375, 0.967], [-3.825, -0.538, 0.256], [-3.779, -0.496, 2.759], [-2.753, 0.675, 1.908], [-3.740, 1.635, 3.752], [-5.276, 1.191, 3.463], [-5.309, 3.851, 3.875], [-6.558, 3.070, 2.786], [-5.756, 4.673, 2.428], [-3.508, 4.566, 1.458], [-2.423, 3.207, 1.889], [-3.250, 4.152, 3.133], [-6.533, 3.434, -0.093], [3.572, -0.341, 0.712], [3.572, -0.715, -0.797], [2.163, -0.355, -1.290], [4.623, 0.100, -1.545], [6.085, -0.393, -1.341], [6.232, -1.860, -1.769], [5.136, -2.756, -1.091], [4.979, -3.894, -2.103], [5.726, -3.350, 0.252], [3.809, -2.127, -0.998], [2.894, -2.966, -0.426], [2.729, -0.714, 1.294], [4.409, -0.740, 1.284], [3.633, 0.727, 0.923], [1.442, -1.067, -0.887], [1.767, 0.645, -1.114], [2.052, -0.620, -2.341], [4.360, 0.208, -2.597], [4.659, 1.146, -1.239], [6.717, 0.316, -1.876], [6.363, -0.345, -0.288], [7.268, -2.193, -1.705], [6.057, -1.832, -2.845], [4.563, -3.428, -2.995], [4.357, -4.650, -1.623], [5.890, -4.427, -2.375], [5.762, -2.534, 0.973], [6.722, -3.672, -0.053], [5.083, -4.098, 0.715], [3.323, -3.299, 0.365], [-0.722, -3.888, -2.561], [0.098, -3.951, -2.072], [-1.316, -3.420, -1.974]], "forces_ev_per_angstrom": [[-0.2746, -0.0893, -0.3612], [2.9192, -0.6330, 1.3748], [-0.9228, 0.4988, 1.3614], [-0.2375, 1.1091, -0.7105], [-0.1969, 0.4128, -1.2323], [1.0199, -1.2606, 0.6307], [-1.1357, -0.6093, -0.2854], [0.1332, 0.2715, -0.0616], [0.9018, 0.7002, 0.1199], [-0.2294, -3.5374, 0.2497], [0.3216, 1.0479, -0.3682], [-0.4648, 0.3604, 0.4587], [-0.3051, -0.2070, -0.2723], [0.0213, 0.2065, 0.0781], [-0.4860, -0.4833, -0.7167], [0.4292, 0.0150, -0.2512], [-0.1181, 0.0800, 0.1563], [-0.3436, 0.3150, -0.0179], [-0.0482, -0.0329, -0.1991], [0.0899, 0.0676, 0.1097], [0.2770, -0.0467, 0.3190], [0.2759, 1.1647, 0.1354], [-0.8753, 0.3859, -0.7258], [-0.3296, -0.3176, 0.2059], [-0.2534, 0.4612, 0.3295], [-0.3700, -0.1159, -0.2120], [0.2287, 0.0107, -0.1474], [-0.0730, -0.0142, -0.1162], [0.2929, 0.0124, 0.0674], [-0.2360, 0.2233, 0.0779], [0.5939, -0.0289, 0.9354], [-0.6375, 1.1897, 1.7495], [-0.6291, -1.3166, -0.8429], [1.1033, 0.1084, 0.1358], [-0.7212, -0.3426, 0.1320], [-1.1489, 1.7521, -0.3377], [1.5428, -0.7230, -0.5268], [-0.3187, -0.4772, 0.5179], [-0.8674, 1.6025, -0.9074], [1.6948, 0.8353, -2.0256], [-0.8067, -0.6116, 0.4577], [-0.4215, -0.0826, -0.4829], [0.4756, -0.1980, -0.3328], [-0.2218, 0.1829, -0.4175], [0.0225, 0.1229, 0.6389], [0.5576, 0.0831, 0.1381], [0.3610, 0.4726, -0.3938], [0.1424, -0.6285, -0.2623], [-0.5589, 0.0137, 0.5186], [0.3092, -0.3074, -0.0986], [-0.1203, 0.3647, 0.2087], [-0.1909, -0.4359, 0.6364], [-0.2911, -0.3255, -0.1812], [-0.3103, -0.5347, -0.0009], [-0.4844, -0.0644, -0.5849], [0.3522, 0.3491, 0.1670], [0.4973, 0.0158, 0.1279], [-0.1485, -0.4323, 0.6627], [0.3420, -0.4857, -0.2823], [-0.1821, -0.1191, 0.6376], [-0.0990, -0.0861, -0.2159], [0.3179, -0.0053, 0.1133], [-0.1648, 0.1167, 0.1191]], "mulliken_charge": [-1.758, 1.123, -1.722, -1.026, -0.759, -1.222, 1.666, -1.997, -1.847, 0.480, -0.500, 0.306, 0.465, 0.377, 0.441, 0.387, 0.338, 0.395, 0.404, 0.408, 0.289, 0.416, 0.473, 0.453, 0.487, 0.390, 0.402, 0.308, 0.494, 0.327, -1.749, 1.790, -2.062, -1.172, -0.776, -1.062, 0.952, -1.828, -1.633, 0.362, -0.421, 0.381, 0.345, 0.398, 0.406, 0.387, 0.439, 0.360, 0.434, 0.433, 0.312, 0.486, 0.391, 0.526, 0.349, 0.343, 0.333, 0.430, 0.510, 0.337, -0.635, 0.329, 0.306], "gap_ha": 0.3065, "de_lowest_kj_mol": 240.9, "total_energy_ev": -28433.33607, "smiles": "CC1(C)CCCC(C)(C)N1O.CC1(C)CCCC(C)(C)N1O.O"}

=====

[2]
{"formula": "C18H40N5OP3V", "method": "the ωB97M-V functional and the def2-TZVPD basis", "species": ["V", "P", "P", "P", "H", "C", "C", "H", "C", "C", "C", "C", "C", "C", "C", "C", "C", "H", "H", "H", "H", "H", "H", "H", "H", "H", "H", "H", "H", "H", "H", "H", "H", "H", "H", "H", "H", "H", "H", "H", "H", "H", "H", "H", "H", "H", "C", "C", "C", "C", "C", "C", "O", "H", "H", "H", "H", "H", "H", "N", "N", "N", "C", "N", "N", "H", "H", "H"], "positions_angstrom": [[1.322, 0.815, -1.187], [-1.097, 0.414, -0.884], [1.441, -4.498, 0.550], [0.744, 3.139, -1.766], [1.557, -2.649, -3.604], [2.223, -2.005, -3.023], [3.154, -2.781, -2.131], [2.979, -3.864, -2.131], [-2.019, -0.081, -2.388], [-1.362, -0.975, 0.269], [-2.142, 1.685, -0.088], [1.769, -6.195, 1.013], [0.785, -3.557, 1.928], [0.315, -4.438, -0.855], [2.181, 4.144, -2.282], [-0.026, 4.234, -0.527], [-0.385, 3.261, -3.215], [2.828, -1.453, -3.756], [4.203, -2.618, -2.421], [-3.085, -0.194, -2.149], [-1.629, -1.033, -2.772], [-1.898, 0.681, -3.169], [-2.435, -1.104, 0.461], [-0.854, -0.731, 1.210], [-0.940, -1.902, -0.132], [-2.361, 2.511, -0.774], [-1.614, 2.076, 0.792], [-3.083, 1.224, 0.242], [1.256, -6.423, 1.957], [2.852, -6.325, 1.142], [1.412, -6.872, 0.225], [-0.283, -3.339, 1.786], [1.341, -2.613, 2.004], [0.930, -4.129, 2.854], [-0.367, -5.297, -0.796], [0.874, -4.496, -1.798], [-0.276, -3.514, -0.857], [1.929, 5.206, -2.172], [2.451, 3.936, -3.325], [3.042, 3.914, -1.641], [0.443, 5.224, -0.587], [0.138, 3.825, 0.477], [-1.104, 4.325, -0.705], [-0.217, 4.225, -3.713], [-1.429, 3.197, -2.884], [-0.195, 2.452, -3.932], [2.522, -1.023, -0.998], [1.443, -1.097, -2.100], [1.242, 0.071, -3.004], [2.331, 0.967, -3.111], [3.340, 0.985, -2.135], [3.399, 0.070, -1.066], [3.008, -2.315, -0.757], [2.626, -3.818, 0.168], [0.562, -1.682, -1.792], [0.456, -0.018, -3.749], [2.345, 1.692, -3.926], [4.098, 1.765, -2.174], [4.238, 0.124, -0.370], [0.365, 1.061, 4.159], [1.125, 0.748, 3.038], [2.440, 1.074, 3.053], [2.716, 1.118, 1.748], [1.629, 0.947, 0.969], [0.570, 0.808, 1.806], [-0.509, 0.550, 4.135], [0.915, 0.896, 4.993], [3.722, 1.284, 1.381]], "forces_ev_per_angstrom": [[-0.4075, 1.8766, 3.6917], [-1.4611, 0.0407, -0.1573], [0.3959, -0.4010, 0.1334], [-0.6144, 1.5172, -1.1717], [-0.0276, 0.1453, 0.1420], [0.9142, -1.1637, -1.6160], [1.4454, -1.7698, -0.0065], [0.0440, 0.2951, 0.0993], [0.3215, 0.1438, 0.0012], [0.4225, -0.1535, 0.2033], [0.3787, 0.2867, 0.0293], [0.1229, -0.2576, -0.0272], [-0.1166, 0.3150, 0.2644], [-0.1031, 0.0792, -0.3291], [0.4237, -0.5148, 0.0797], [-0.0605, -0.4204, 0.6995], [0.0859, -0.4208, 0.1094], [-0.3076, -0.1466, 0.2840], [-0.2987, -0.0427, 0.1853], [0.2600, -0.0124, -0.0700], [-0.1934, 0.1347, 0.0500], [-0.1640, -0.1798, 0.1856], [0.2014, 0.0001, -0.1973], [-0.3322, -0.2277, -0.3240], [-0.2267, 0.1543, 0.0997], [-0.0418, -0.2359, 0.1687], [-0.2394, -0.0611, -0.2098], [0.2149, 0.0745, -0.1967], [0.1219, -0.0223, -0.2687], [-0.2707, -0.0752, 0.0496], [0.1462, 0.1096, 0.2361], [0.2714, -0.1948, 0.1369], [-0.1729, -0.1983, 0.0662], [-0.0799, 0.2221, -0.1932], [0.0948, 0.2592, -0.0559], [-0.1893, -0.2041, 0.2450], [0.1129, -0.3706, 0.0527], [0.0508, -0.2760, -0.1116], [-0.0311, 0.1061, 0.2029], [-0.0763, 0.2679, -0.1130], [-0.1403, -0.2705, -0.0029], [-0.1153, 0.2981, -0.0926], [0.2957, -0.0042, 0.0478], [-0.0947, -0.1707, 0.1676], [0.2331, 0.0584, -0.1205], [-0.0431, 0.2840, 0.0638], [2.7303, -0.6304, -2.2527], [-0.2242, -1.6835, 0.4115], [-1.1171, 1.6630, -0.8733], [0.3063, -0.4161, -0.8108], [-0.5493, 1.0728, -0.7620], [0.4522, -1.7998, 0.7298], [-1.2953, 2.9349, 0.0116], [-0.6770, -1.0091, 0.5155], [0.0729, 0.6377, 0.0178], [0.2653, 0.0218, -0.0549], [0.0222, -0.1665, 0.2547], [-0.1126, -0.0721, 0.0202], [-0.1211, -0.1872, -0.2464], [0.2642, -0.6460, -0.8439], [0.0103, 3.0433, -1.5856], [-1.0747, -1.1940, -1.2783], [0.2605, 0.0199, 0.9558], [-1.5402, 0.1871, 1.1506], [1.7992, -0.5807, 1.6202], [-0.1318, -0.0817, 0.1812], [0.1203, -0.0744, 0.2255], [-0.2099, 0.0869, 0.1823]], "mulliken_charge": [-0.508, 0.733, 1.034, 1.164, 0.515, -0.995, -0.472, 0.386, -1.266, -0.154, -1.052, -1.157, -1.042, -0.897, -1.416, -1.139, -1.301, 0.373, 0.319, 0.491, 0.362, 0.333, 0.666, 0.174, -0.483, 0.355, 0.307, 0.575, 0.427, 0.430, 0.433, 0.361, 0.185, 0.469, 0.492, 0.389, -0.066, 0.562, 0.408, 0.378, 0.506, 0.312, 0.409, 0.513, 0.375, 0.407, 0.608, 1.852, -1.211, -1.091, -0.674, -1.487, -0.695, 0.064, 0.204, 0.850, 0.745, 0.786, 1.215, -0.611, 0.812, -0.699, -0.326, 0.124, -0.479, 0.267, 0.337, 0.516], "spin_multiplicity": 2, "gap_ha": [0.2290, 0.2351], "s2": 0.963, "de_lowest_kj_mol": 43.6, "total_energy_ev": -82321.51462, "total_charge": 4}